(1)
Entry from the OMol25 dataset: a structure of composition C28H70N4O10Zn at a distorted geometry (ωB97M-V with the def2-TZVPD basis set).

Computed properties:
Energy above the lowest of the compared OMol25 structures with the same formula, charge and spin = 0.0 kJ/mol
Total charge = 0
HOMO energy = -8.593 eV
LUMO energy = -0.074 hartree

Element x y z (Å)
Zn1 -0.839 0.152 -5.662
C1 -0.468 0.471 -2.229
C2 0.606 -0.385 -2.893
O1 0.158 -0.712 -4.179
H1 -0.482 0.409 -1.135
H2 -1.475 0.106 -2.441
H3 -0.353 1.493 -2.589
H4 0.714 -1.337 -2.357
H5 1.586 0.088 -2.758
C3 -4.357 -0.498 -3.682
C4 -3.434 -0.989 -4.799
O2 -2.792 0.079 -5.539
H6 -5.317 -0.146 -4.050
H7 -3.795 0.321 -3.225
H8 -4.487 -1.254 -2.907
H9 -4.001 -1.533 -5.559
H10 -2.583 -1.612 -4.520
C5 -0.528 4.351 3.092
O3 -1.361 4.328 1.962
C6 -1.589 2.982 1.507
C7 -2.612 3.077 0.370
N1 -3.668 2.072 0.477
C8 -3.169 0.737 0.137
C9 -4.115 -0.283 0.780
O4 -3.937 -0.392 2.154
C10 -4.096 -1.690 2.697
H11 -0.875 3.700 3.899
H12 -0.394 5.372 3.454
H13 0.494 4.056 2.821
H14 -1.985 2.281 2.244
H15 -0.700 2.559 1.028
H16 -2.134 3.020 -0.610
H17 -3.061 4.072 0.415
H18 -3.976 2.035 1.442
H19 -2.116 0.604 0.423
H20 -3.122 0.644 -0.952
H21 -3.899 -1.197 0.210
H22 -5.146 -0.048 0.494
H23 -4.077 -1.642 3.788
H24 -3.418 -2.517 2.484
H25 -5.122 -2.045 2.553
C11 -0.660 -5.950 -4.340
O5 -1.183 -5.447 -3.132
C12 -1.561 -4.077 -3.324
C13 -1.905 -3.479 -1.940
N2 -3.047 -4.174 -1.282
C14 -2.921 -4.002 0.179
C15 -2.424 -5.287 0.873
O6 -2.799 -5.086 2.220
C16 -2.119 -5.911 3.144
H26 -0.233 -6.947 -4.192
H27 0.306 -5.523 -4.645
H28 -1.426 -5.907 -5.115
H29 -2.478 -4.035 -3.914
H30 -0.777 -3.381 -3.631
H31 -2.252 -2.450 -2.055
H32 -0.940 -3.467 -1.421
H33 -2.839 -5.158 -1.423
H34 -3.885 -3.656 0.570
H35 -2.406 -3.102 0.531
H36 -1.329 -5.336 0.832
H37 -2.795 -6.219 0.434
H38 -1.052 -5.660 3.080
H39 -2.271 -6.970 2.926
H40 -2.372 -5.633 4.165
C17 4.745 -3.175 -1.392
O7 5.261 -2.535 -0.249
C18 5.570 -1.132 -0.333
C19 4.303 -0.341 -0.840
N3 3.189 -0.393 0.067
C20 3.388 0.438 1.249
C21 2.133 0.920 1.973
O8 1.611 -0.086 2.831
C22 0.804 -1.066 2.253
H41 5.287 -2.968 -2.326
H42 3.721 -2.874 -1.623
H43 4.892 -4.243 -1.257
H44 6.334 -1.110 -1.115
H45 5.940 -0.861 0.650
H46 3.947 -0.820 -1.750
H47 4.622 0.702 -0.983
H48 2.306 -0.319 -0.410
H49 3.835 1.381 0.885
H50 4.139 0.085 1.956
H51 1.353 1.159 1.242
H52 2.373 1.764 2.612
H53 0.570 -1.868 2.948
H54 1.238 -1.561 1.373
H55 -0.115 -0.661 1.808
C23 3.184 3.320 4.964
O9 2.931 4.446 4.138
C24 4.104 4.912 3.435
C25 3.693 5.747 2.223
N4 3.375 5.057 0.959
C26 2.064 4.412 1.098
C27 1.619 3.831 -0.256
O10 1.162 4.829 -1.124
C28 0.438 4.310 -2.216
H56 4.061 3.390 5.610
H57 3.305 2.457 4.301
H58 2.272 3.159 5.536
H59 4.685 4.060 3.074
H60 4.689 5.620 4.022
H61 4.542 6.418 2.078
H62 2.844 6.389 2.491
H63 3.447 5.707 0.189
H64 1.331 5.210 1.290
H65 2.090 3.798 1.993
H66 0.864 3.065 -0.037
H67 2.438 3.286 -0.741
H68 1.150 3.648 -2.723
H69 -0.094 5.016 -2.846
H70 -0.344 3.601 -1.916

Forces on the atoms, in the same order (eV/Å):
-1.5123 -1.3492 3.0207
-0.0581 -0.2737 0.5688
-1.3214 -0.1483 0.4065
0.2753 0.5607 -2.1402
0.6260 0.4402 0.0615
0.1421 -0.0560 -0.5929
-0.2568 0.1322 0.2418
-0.1378 -0.1511 0.0248
0.1021 0.2437 -0.7205
1.4116 0.1810 -0.0702
0.8439 0.0477 -1.4256
1.1875 0.9122 -0.4182
0.0417 0.0277 -0.0264
-0.3853 0.2084 0.1646
-0.1714 -0.1694 -0.1377
-0.1216 -0.2702 0.1802
-0.5675 -0.4799 0.9235
1.1087 0.0126 0.0782
-0.2920 -1.1298 0.1552
-0.0827 0.9636 -1.4322
-0.7489 0.3610 0.3958
0.5302 0.0035 -0.4803
-0.5982 0.6636 0.5035
0.7202 -0.6759 -2.2223
0.7932 -0.3988 0.6000
-1.3785 -0.2488 1.2722
-0.1973 0.0523 0.0215
-0.4904 0.0544 -0.0303
-0.4333 -0.2884 0.3030
0.2228 0.2684 0.5393
0.4544 -0.0165 0.7426
-0.0498 -0.2268 -0.0264
-0.0216 -0.0165 0.0756
-0.0780 0.1402 0.0265
-0.0924 -0.3472 0.5532
-0.5087 -0.1605 0.0009
-0.0167 -0.4400 0.5925
-0.0848 0.2864 0.2931
0.3439 0.6331 0.0185
0.4234 0.5143 -0.8445
-0.0344 -0.1183 -0.5797
1.0474 -0.8153 0.1834
0.5811 1.0216 -0.4199
-1.0919 0.4427 2.0880
-0.7347 -0.4607 -0.9000
2.1223 0.2177 0.3614
-1.3485 -0.1331 0.0571
0.2944 1.6195 0.5976
-0.4786 -0.4476 0.5636
0.8161 0.6343 -0.3870
-1.1155 -0.4351 0.2602
-0.4841 1.1703 -0.1456
0.2432 -0.1563 -0.2831
0.2233 0.0577 -0.5584
0.2699 -0.5466 -0.9014
0.3959 0.1965 -0.2653
-0.2176 -0.1588 0.6641
-0.3126 -0.0956 -0.2843
-0.4403 -1.0890 0.0863
1.1178 -0.3210 -0.6429
0.0829 -0.0180 -0.2266
-0.4251 0.0728 0.0540
0.1730 -0.4084 -0.1194
-0.0563 -0.0725 0.2226
-0.5916 -0.1726 -0.1217
0.5198 0.4381 -0.4548
0.0454 -0.0874 0.6371
-1.7365 -1.3714 -1.6513
0.8381 -0.3848 0.8372
0.3885 -0.7208 1.0672
-0.2737 1.7555 -0.8727
-0.1145 -1.9539 -0.1938
0.0881 0.1289 0.8516
-0.3231 -0.3636 -1.5578
0.4076 0.4036 0.1347
-0.2756 -0.4238 0.3472
-0.5169 -0.0369 0.2839
0.3020 0.8160 0.1460
-0.0061 0.2360 -0.0767
0.4143 0.3674 -0.3196
0.0397 0.0576 -0.4759
-0.1154 0.3852 0.2437
0.1545 0.2467 0.0142
-0.2821 -0.6687 0.0158
0.0485 0.4487 -0.0817
-0.0776 0.0757 -0.1043
-0.0079 0.3384 0.3632
0.6307 0.0048 0.2235
-0.3020 0.2882 0.5387
-0.5282 -0.2169 -0.7933
0.9639 0.4920 0.0346
-1.3280 -0.0287 -0.8046
0.0835 0.4234 -0.5675
0.7114 -0.7412 1.5349
0.2523 1.9981 -1.9060
0.3777 -1.2729 0.9612
-0.8636 1.1169 0.2867
0.3282 -1.7875 0.3927
-0.0236 0.3229 0.0501
0.2299 -0.2353 0.2510
0.1527 0.0075 0.2159
0.2651 -0.0360 0.2154
0.1412 -0.4601 0.6187
-0.0237 -0.0012 -0.3915
-0.0257 0.0708 0.3829
-0.4023 -0.0035 -0.0646
-0.2520 -0.1707 0.2225
0.0404 -0.5659 -0.5582
-0.3329 0.2162 -0.2992
0.2382 -0.0121 0.0789
-0.1445 0.2960 -0.9035
0.7292 0.5895 0.0953
-0.0926 0.1750 0.5329

=====

(2)
Entry from the OMol25 dataset: a cluster of 12 separate species, C28H72BF4N3O8 in total at a distorted geometry (ωB97M-V with the def2-TZVPD basis set).

Computed properties:
Energy above the lowest of the compared OMol25 structures with the same formula, charge and spin = 94.5 kJ/mol
Total charge = 0
HOMO energy = -8.927 eV
LUMO energy = -0.011 hartree

Element x y z (Å)
C1 -7.492 0.451 -2.814
C2 -6.367 0.633 -1.866
C3 -5.250 1.553 -2.253
N1 -4.191 1.611 -1.198
C4 -3.390 0.375 -1.156
C5 -4.608 1.844 0.165
C6 -3.435 2.454 0.991
C7 -2.619 3.100 -0.087
C8 -3.250 2.713 -1.484
H1 -8.276 -0.282 -2.545
H2 -7.015 0.293 -3.751
H3 -8.024 1.434 -2.950
H4 -6.063 -0.190 -1.494
H5 -6.562 1.129 -0.973
H6 -5.931 2.489 -2.309
H7 -4.967 1.425 -3.365
H8 -3.873 -0.711 -0.723
H9 -2.486 0.397 -0.641
H10 -3.241 -0.011 -2.019
H11 -4.928 1.041 0.715
H12 -5.685 2.395 0.238
H13 -3.153 1.604 1.439
H14 -3.831 3.126 1.836
H15 -1.589 2.690 -0.027
H16 -2.716 4.066 0.111
H17 -2.516 2.775 -2.390
H18 -3.972 3.281 -1.932
B1 0.564 -0.158 -0.138
F1 -0.439 -0.751 0.467
F2 0.599 1.155 0.128
F3 1.864 -0.659 0.201
F4 0.472 -0.406 -1.518
C9 3.932 1.721 -1.991
C10 3.413 3.059 -2.317
N2 3.003 4.053 -2.682
H19 4.744 2.069 -1.392
H20 3.047 1.212 -1.393
H21 4.040 1.332 -2.817
C11 1.576 4.609 0.426
C12 2.105 4.883 1.870
N3 2.430 5.174 2.965
H22 1.329 3.480 0.088
H23 0.809 5.409 0.323
H24 2.453 5.113 -0.088
C13 2.838 -5.515 1.078
C14 1.899 -4.340 0.732
O1 2.696 -3.126 0.861
H25 2.368 -6.408 0.808
H26 3.265 -5.615 2.243
H27 3.559 -5.301 0.384
H28 1.038 -4.415 1.265
H29 1.678 -4.473 -0.334
H30 2.078 -2.393 0.713
C15 -0.406 3.240 4.287
C16 -0.486 2.618 2.948
O2 0.718 2.064 2.687
H31 -0.426 2.470 4.962
H32 -1.355 3.994 4.376
H33 0.427 3.578 4.494
H34 -0.679 3.510 2.092
H35 -1.095 1.817 3.114
H36 0.834 1.928 1.773
C17 6.550 -0.509 1.465
C18 5.401 -1.548 1.704
O3 5.575 -2.623 0.875
H37 6.416 -0.072 0.543
H38 7.529 -0.741 1.753
H39 6.389 0.443 1.961
H40 4.514 -0.808 1.568
H41 5.221 -1.857 2.809
H42 4.848 -3.116 1.006
C19 -0.474 3.707 -4.154
C20 0.138 2.515 -3.369
O4 -0.652 1.405 -3.381
H43 0.372 4.480 -4.036
H44 -1.370 3.729 -3.577
H45 -0.623 3.370 -5.408
H46 0.396 3.027 -2.558
H47 1.189 2.354 -3.850
H48 -0.291 0.938 -2.647
C21 5.105 -2.672 -3.453
C22 4.431 -2.448 -2.204
O5 3.135 -1.799 -2.438
H49 5.535 -1.922 -3.847
H50 4.627 -3.440 -4.199
H51 5.747 -3.447 -3.161
H52 4.919 -1.694 -1.585
H53 4.237 -3.500 -1.791
H54 3.055 -1.462 -1.474
C23 -2.976 -2.000 4.138
C24 -2.459 -2.450 2.781
O6 -3.013 -1.522 1.772
H55 -4.050 -2.140 4.364
H56 -2.647 -1.108 4.494
H57 -2.616 -2.808 4.754
H58 -2.805 -3.347 2.497
H59 -1.326 -2.489 2.788
H60 -2.353 -1.479 1.099
C25 2.663 -2.103 4.295
C26 1.686 -0.956 3.905
O7 1.830 0.186 4.593
H61 2.336 -2.888 3.648
H62 2.700 -2.162 5.470
H63 3.610 -1.916 3.666
H64 0.654 -1.428 4.033
H65 1.610 -0.852 2.804
H66 1.638 0.870 4.011
C27 -2.473 -3.615 -2.912
C28 -1.272 -2.798 -2.329
O8 -1.288 -3.078 -1.041
H67 -2.372 -4.682 -2.642
H68 -2.499 -3.612 -4.018
H69 -3.469 -3.188 -2.680
H70 -1.257 -1.854 -2.835
H71 -0.410 -3.094 -2.812
H72 -0.787 -2.413 -0.553

Forces on the atoms, in the same order (eV/Å):
-1.2977 2.0298 -0.1340
-0.8330 3.6998 -0.7111
-2.6104 1.1882 -2.7307
1.5785 -2.5069 -1.1119
-3.0155 -3.5779 4.8560
-4.1532 4.0658 2.1324
-3.9896 2.1667 -1.1414
1.1292 -4.2196 -1.5275
2.4725 1.2831 -0.0379
0.8613 0.1881 -0.1480
-0.1710 -0.8150 -1.1636
0.2954 -0.8016 0.1241
2.5217 -6.4455 1.8232
-1.9974 0.6834 1.7536
2.1803 -0.4110 0.3893
0.8691 -0.0500 2.0567
0.3527 3.4857 -0.3251
1.4582 0.9785 1.0097
1.4140 -1.4683 -6.4628
-0.3479 -2.9646 0.3759
2.7615 -0.1564 -0.7745
2.5226 -2.7245 1.7844
0.6090 -0.7428 -1.5488
-0.3998 0.8270 -0.2490
0.4242 4.4281 0.1616
-0.9137 -1.9478 1.8260
-1.4948 3.4440 -0.1267
3.3410 -0.7340 -2.1508
-2.4535 -1.7394 1.9296
-0.3369 2.8820 0.1550
-0.2824 -0.2576 0.5116
-0.4831 0.3556 -0.6642
-4.5965 4.9139 8.9449
-0.1270 -1.3698 -0.1451
-0.5677 1.6802 -0.2868
1.1501 -1.2593 0.5308
2.1667 0.6856 -0.9563
1.9576 -4.7138 -8.0337
1.7804 0.8050 1.1950
-0.5000 -0.4064 1.6279
-0.8114 -0.8167 -3.3175
0.6492 2.9550 1.0479
-0.1267 -1.1882 -0.1911
-1.0126 -1.3256 -0.3756
-0.6208 1.4067 3.8516
3.7888 -0.4501 -1.3935
-1.4688 -0.8821 0.4060
-0.6925 -1.5771 -0.2404
-1.2113 0.6131 -3.2407
2.7752 -0.1684 -1.2495
-2.6354 0.6367 1.8490
-0.2699 0.0682 0.0830
0.5349 0.2098 0.0020
-9.7035 0.1148 -2.1410
0.5628 4.3911 -1.7161
2.9384 -0.6358 0.9052
-1.0474 -2.0450 2.0639
2.5083 -1.7324 0.3722
8.0880 4.7002 1.3270
-0.3282 -2.5492 2.0077
-3.1718 -1.7459 -0.9388
0.2204 -0.6190 -1.6375
-1.8714 -0.1559 2.2790
-0.0736 3.6273 2.4654
3.5431 2.2843 -1.0443
0.3568 -0.0690 -2.9743
1.4979 -0.9349 -0.1847
-0.5746 -0.0545 1.2643
0.4773 -1.7936 -0.5753
1.0080 0.3699 -1.6366
-4.2323 -3.1793 0.2647
2.3137 -2.2945 -3.2001
2.6519 0.8725 -6.7160
-1.0117 0.1578 0.2643
-2.0617 -0.5077 -0.3269
-1.1518 1.5668 -0.3797
0.1471 1.2862 3.9358
0.5566 0.9956 4.8105
-1.5608 -0.3590 0.6018
0.1437 -1.8165 0.9534
-2.8426 -7.3821 0.0323
-3.0664 -0.3841 0.3176
0.5411 0.5146 3.1650
3.0711 5.2822 -3.2253
-0.3379 2.2079 0.9256
2.5157 -0.5552 0.4196
0.8021 -1.0004 0.4016
0.3356 1.7392 0.4230
-1.0899 -0.4410 -2.4540
-1.2031 -4.0586 -0.5626
0.6959 4.4919 0.3584
0.2731 -0.3474 1.0837
0.1650 0.5068 -0.9716
1.1122 2.6345 0.7488
0.6731 -0.0911 0.9243
-1.1977 -3.5506 -0.5796
-1.1967 0.4184 -0.1740
0.6617 0.1388 -0.8991
0.8978 2.4676 -0.5890
-1.9115 -3.9003 -1.2617
1.0433 -0.1018 2.4859
-0.7381 -1.5041 0.6667
0.2987 -0.4628 -2.6413
-0.6901 0.1307 2.1464
0.5277 0.5581 0.5763
0.9033 0.3872 0.2322
-0.6025 2.4231 -1.5391
0.2631 0.1792 -1.2154
-2.7536 -1.4817 -4.6062
0.2499 0.8852 4.2492
-0.3333 0.5899 0.2446
0.4235 0.1027 0.2783
0.5450 -0.3550 0.5765
-0.8869 1.9879 1.1724
2.3432 -1.7416 -0.8724
0.1096 -0.1220 0.1305